# 1
This record from OMol25 describes 2 unconnected molecules or ions with the total composition C7H15N2 at a distorted geometry. The level of theory is wB97M-V/def2-TZVPD.

Element x y z (Å)
C: -0.760 -1.988 -0.408
C: 2.442 -0.006 0.138
C: -0.040 -0.911 -0.144
C: 0.946 -0.061 0.602
C: -3.398 0.591 -0.190
C: 0.767 0.187 2.077
C: -0.207 1.368 -1.284
N: 0.083 0.483 -0.418
N: 2.743 -0.305 -1.264
H: -0.647 -2.990 0.013
H: -1.661 -1.968 -1.063
H: 2.671 0.995 0.408
H: 3.020 -0.559 0.880
H: -3.307 1.154 0.710
H: -4.419 0.309 -0.395
H: -3.066 1.126 -1.019
H: -0.135 -0.474 2.311
H: 0.399 1.255 2.344
H: 1.688 -0.126 2.523
H: -2.800 -0.275 -0.011
H: 0.215 2.448 -1.183
H: -0.799 1.166 -2.070
H: 3.735 -0.048 -1.340
H: 2.532 -1.371 -1.217

Values from the calculation:
Total charge ... +1
Energy relative to the best compared isomer or geometry (same formula, charge and spin) ... 432.5 kJ/mol
Kohn-Sham gap ... 8.87 eV

Here are the Löwdin charges for atoms 1 to 8, given in e:
1. C 0.146
2. C -0.221
3. C -0.152
4. C -0.342
5. C -0.012
6. C 0.021
7. C 0.220
8. N 0.052

---

# 2
This record from OMol25 describes a molecular structure, C12H27CoI2OP2Si at a distorted geometry. The level of theory is wB97M-V/def2-TZVPD.

Element x y z (Å)
I: -3.230 2.239 -5.526
I: -0.833 1.735 -6.102
Co: -0.610 0.523 -1.315
P: 0.266 2.634 -0.930
C: 2.061 2.877 -1.210
C: -0.505 3.947 -1.949
H: -0.122 4.936 -1.675
H: 0.368 4.266 0.895
H: -1.586 3.906 -1.792
H: -1.050 3.174 1.011
H: 2.301 2.636 -2.249
H: -0.298 3.751 -3.004
C: 0.017 3.235 0.783
H: 2.356 3.910 -0.998
H: 0.560 2.585 1.474
H: 2.623 2.198 -0.563
P: -1.744 -1.475 -1.624
C: -0.777 -2.925 -2.187
C: -2.588 -2.084 -0.117
H: -3.765 -0.551 -2.548
H: -3.662 -2.307 -2.902
H: -2.683 -1.132 -3.831
C: -3.102 -1.367 -2.848
H: -3.234 -1.285 0.256
H: -3.182 -2.979 -0.331
H: -1.417 -3.807 -2.296
H: 0.013 -3.138 -1.462
H: -1.840 -2.314 0.646
H: -0.307 -2.697 -3.148
C: 0.997 -0.179 -1.806
O: 2.029 -0.631 -2.122
C: 0.292 -2.501 3.852
Si: 1.438 -1.233 3.100
C: 1.662 0.190 4.286
C: 3.093 -2.019 2.746
C: 0.698 -0.599 1.505
C: 0.182 -0.156 0.392
H: 0.729 -2.879 4.798
H: 0.158 -3.343 3.143
H: -0.692 -2.032 4.059
H: 2.101 -0.184 5.234
H: 2.341 0.943 3.836
H: 0.678 0.657 4.494
H: 2.957 -2.863 2.039
H: 3.771 -1.265 2.297
H: 3.533 -2.396 3.692

Values from the calculation:
Multiplicity ... 5
Total charge ... +2
Energy relative to the best compared isomer or geometry (same formula, charge and spin) ... 0.0 kJ/mol
Kohn-Sham gap (alpha / beta) ... 7.06 / 3.21 eV

Here are the Löwdin charges for atoms 1 to 8, given in e:
1. I 0.036
2. I 0.011
3. Co 0.326
4. P 0.792
5. C -0.222
6. C -0.234
7. H 0.071
8. H 0.072

---

# 3
This record from OMol25 describes a molecular structure, C4H3AgLi2O2 at a distorted geometry. The level of theory is wB97M-V/def2-TZVPD.

Element x y z (Å)
C: -0.938 -0.352 -0.161
O: -1.824 0.224 0.466
Li: -3.410 -0.515 1.231
Ag: 1.999 1.772 0.402
C: 1.506 -1.525 0.372
C: 1.501 -0.283 -0.056
C: 0.243 0.364 -0.724
O: 0.219 1.732 -0.445
Li: -1.359 2.279 0.295
H: -0.476 -1.516 0.168
H: 0.281 0.132 -1.805
H: 2.257 -2.311 0.259

Values from the calculation:
Multiplicity ... 3
Total charge ... +2
Kohn-Sham gap (alpha / beta) ... 6.67 / 6.84 eV

Here are the Löwdin charges for atoms 1 to 8, given in e:
1. C -0.165
2. O -0.133
3. Li 0.907
4. Ag 1.088
5. C 0.115
6. C -0.185
7. C -0.506
8. O -0.394

---

# 4
This record from OMol25 describes 12 unconnected molecules or ions with the total composition H24O12 at a distorted geometry. The level of theory is wB97M-V/def2-TZVPD.

Element x y z (Å)
O: -0.153 -0.343 0.146
H: 0.823 -0.300 0.151
H: -0.481 0.405 0.543
O: 0.933 -0.386 4.145
H: 0.303 0.318 3.982
H: 1.592 -0.133 4.869
O: -1.655 -3.760 -0.813
H: -1.279 -4.555 -0.273
H: -2.458 -3.982 -1.243
O: -2.673 1.205 0.348
H: -2.659 1.913 -0.213
H: -3.259 0.594 -0.097
O: 2.573 -3.870 1.166
H: 2.642 -3.731 2.114
H: 2.556 -2.971 0.766
O: 0.658 -0.574 -4.043
H: 1.101 -1.048 -4.784
H: 0.038 -1.311 -3.719
O: 0.304 4.817 1.627
H: 0.042 3.922 1.440
H: 1.178 5.040 1.179
O: 0.741 2.934 -0.803
H: -0.102 2.730 -1.172
H: 0.511 2.574 0.069
O: -3.487 -4.303 0.637
H: -2.788 -3.668 0.815
H: -3.015 -5.119 1.030
O: 0.551 2.496 -3.792
H: 1.151 2.198 -4.434
H: -0.052 1.770 -3.601
O: 0.176 1.209 2.656
H: 0.502 2.134 2.517
H: 0.413 0.915 1.813
O: 1.765 1.158 -1.337
H: 1.716 1.499 -0.427
H: 1.794 0.223 -1.263

Values from the calculation:
Total charge ... 0
Energy relative to the best compared isomer or geometry (same formula, charge and spin) ... 612.9 kJ/mol
Kohn-Sham gap ... 10.26 eV
Structure (SMILES) ... O.O.O.O.O.O.O.O.O.O.O.O

Here are the Löwdin charges for atoms 1 to 8, given in e:
1. O -0.009
2. H 0.040
3. H -0.066
4. O -0.116
5. H -0.029
6. H 0.072
7. O -0.104
8. H 0.102